Record 1
{
  "formula": "C31H32ClF4N4O5RhS2",
  "method": "wB97M-V/def2-TZVPD",
  "species": ["Rh", "C", "C", "N", "C", "C", "C", "C", "N", "C", "C", "F", "C", "F", "C", "C", "F", "C", "F", "H", "H", "H", "H", "H", "H", "H", "H", "H", "H", "H", "H", "H", "H", "H", "O", "C", "C", "C", "C", "C", "C", "C", "O", "N", "N", "C", "S", "C", "C", "S", "H", "H", "H", "H", "H", "H", "H", "H", "H", "C", "C", "C", "C", "Cl", "C", "C", "C", "O", "C", "C", "O", "O", "H", "H", "H", "H", "H", "H", "H", "H"],
  "positions_angstrom": [[0.085, -0.558, 0.021], [2.054, -3.050, 0.581], [1.616, -2.293, 1.825], [1.405, -0.830, 1.623], [2.730, -0.200, 1.372], [2.663, 1.309, 1.195], [0.814, -0.226, 2.860], [-0.412, 0.656, 2.606], [-0.620, 0.897, 1.178], [-1.886, 1.293, 0.789], [-2.214, 1.438, -0.586], [-1.286, 1.219, -1.568], [-3.466, 1.813, -1.027], [-3.671, 1.898, -2.351], [-4.492, 2.107, -0.154], [-4.194, 2.023, 1.185], [-5.135, 2.323, 2.092], [-2.949, 1.637, 1.655], [-2.807, 1.671, 3.000], [1.895, -4.113, 0.754], [3.104, -2.892, 0.344], [1.478, -2.769, -0.302], [2.377, -2.391, 2.609], [0.687, -2.698, 2.221], [3.155, -0.680, 0.487], [3.366, -0.452, 2.231], [1.795, 1.607, 0.605], [3.561, 1.641, 0.673], [2.624, 1.839, 2.145], [1.595, 0.351, 3.355], [0.551, -1.036, 3.541], [-0.265, 1.622, 3.101], [-1.275, 0.193, 3.080], [-5.468, 2.400, -0.501], [-2.211, -2.338, 3.400], [-2.663, -3.425, 2.738], [-3.382, -4.362, 3.478], [-3.872, -5.499, 2.872], [-3.653, -5.726, 1.517], [-2.941, -4.801, 0.787], [-2.436, -3.638, 1.374], [-1.665, -2.695, 0.542], [-1.208, -1.624, 1.135], [-1.477, -2.962, -0.716], [-0.675, -2.020, -1.363], [-0.787, -2.099, -2.648], [-1.876, -3.268, -3.364], [-1.673, -2.642, -5.050], [-0.250, -2.149, -5.193], [0.135, -1.122, -3.747], [-1.778, -1.774, 2.724], [-3.541, -4.166, 4.527], [-4.433, -6.215, 3.457], [-4.032, -6.617, 1.042], [-2.752, -4.957, -0.265], [-2.387, -1.837, -5.222], [-1.884, -3.462, -5.735], [-0.128, -1.524, -6.074], [0.460, -2.975, -5.239], [5.863, 0.493, -2.968], [4.969, 0.123, -4.113], [5.384, -0.845, -5.021], [4.615, -1.171, -6.123], [5.186, -2.380, -7.236], [3.414, -0.531, -6.367], [2.978, 0.417, -5.460], [3.727, 0.729, -4.332], [3.214, 1.738, -3.556], [3.102, 1.617, -2.146], [2.528, 0.284, -1.625], [3.250, -0.688, -1.478], [1.277, 0.324, -1.344], [6.864, 0.099, -3.133], [5.479, 0.080, -2.035], [5.938, 1.575, -2.866], [6.332, -1.340, -4.870], [2.836, -0.772, -7.247], [2.053, 0.955, -5.617], [2.439, 2.433, -1.862], [4.080, 1.761, -1.678]],
  "forces_ev_per_angstrom": [[-0.418, -1.225, 0.623], [-0.001, 0.041, -0.032], [0.034, -0.136, 0.084], [-0.168, 0.519, -0.465], [0.230, -0.028, -0.141], [-0.039, 0.036, -0.045], [-0.094, 0.025, 0.179], [0.146, -0.023, 0.055], [0.381, 0.466, -0.312], [-0.020, 0.065, -0.249], [0.283, -0.141, -0.230], [-0.304, -0.019, 0.782], [0.058, -0.022, -0.029], [0.006, -0.010, 0.136], [0.045, -0.002, -0.036], [0.064, 0.005, 0.106], [0.056, -0.013, -0.065], [-0.076, 0.067, -0.015], [0.003, 0.011, -0.178], [0.026, -0.045, 0.017], [0.027, 0.032, -0.014], [0.035, -0.063, 0.082], [-0.078, -0.026, 0.021], [-0.029, 0.018, -0.093], [-0.148, 0.141, 0.310], [-0.040, 0.003, -0.016], [0.103, -0.030, 0.080], [0.040, 0.016, 0.038], [-0.005, 0.021, 0.065], [-0.003, -0.068, -0.032], [-0.057, 0.033, -0.102], [-0.052, -0.075, 0.008], [0.069, -0.078, -0.064], [-0.077, 0.017, -0.030], [0.103, 0.190, -0.059], [-0.049, -0.037, 0.131], [-0.008, -0.054, -0.075], [0.003, 0.057, 0.069], [0.007, -0.011, -0.015], [-0.033, -0.066, -0.048], [-0.050, -0.152, -0.179], [-0.027, -0.218, -0.689], [0.176, 0.309, 0.116], [-0.149, -0.115, 0.606], [0.005, 0.242, -0.227], [0.061, -0.140, -0.096], [-0.009, 0.002, 0.107], [0.024, 0.048, 0.037], [0.073, 0.006, 0.024], [0.055, 0.112, 0.000], [-0.040, -0.045, 0.125], [-0.013, 0.024, 0.087], [-0.016, -0.034, 0.032], [-0.032, -0.061, -0.037], [0.000, -0.001, -0.046], [0.006, -0.014, 0.002], [-0.003, -0.017, -0.012], [0.036, 0.044, -0.046], [-0.021, 0.008, 0.003], [0.022, 0.005, 0.035], [-0.150, 0.029, -0.011], [-0.062, -0.027, -0.048], [0.003, 0.011, 0.005], [0.018, -0.053, -0.037], [0.039, -0.061, 0.024], [0.001, 0.037, 0.108], [0.103, -0.078, -0.062], [-0.107, 0.004, -0.143], [0.104, 0.022, 0.124], [-0.040, 0.028, -0.279], [0.390, -0.219, -0.219], [-0.347, 0.822, 0.213], [0.035, -0.004, -0.009], [-0.003, -0.002, 0.016], [0.019, 0.039, 0.004], [0.049, -0.017, -0.005], [-0.022, -0.001, -0.049], [-0.062, -0.005, 0.014], [0.030, -0.092, 0.034], [-0.117, -0.028, 0.037]],
  "lowdin_charge": [1.262, -0.061, -0.214, -0.230, -0.214, -0.059, -0.124, -0.187, -0.095, -0.145, -0.131, 0.040, -0.219, 0.095, 0.069, -0.216, 0.096, -0.131, 0.072, 0.087, 0.077, 0.049, 0.130, 0.107, 0.083, 0.132, 0.066, 0.084, 0.079, 0.115, 0.123, 0.129, 0.096, 0.136, 0.057, -0.259, -0.011, -0.078, -0.089, -0.026, -0.078, -0.386, -0.173, 0.020, -0.181, -0.877, 0.971, -0.518, -0.504, 0.987, 0.051, 0.117, 0.104, 0.099, 0.107, 0.080, 0.080, 0.079, 0.085, -0.029, -0.182, -0.063, -0.670, 0.649, -0.113, -0.016, -0.237, -0.027, -0.091, -0.629, 0.039, -0.210, 0.081, 0.073, 0.089, 0.111, 0.102, 0.121, 0.135, 0.105],
  "total_energy_ha": -3562.259742
}

Record 2
{
  "formula": "C4H6O2",
  "method": "wB97M-V/def2-TZVPD",
  "species": ["C", "C", "C", "O", "C", "O", "H", "H", "H", "H", "H", "H"],
  "positions_angstrom": [[1.168, -0.668, 0.175], [0.949, 0.638, 0.295], [-0.276, 1.203, -0.357], [-0.958, 0.140, -1.010], [-1.176, -0.935, -0.150], [-1.560, -0.874, 0.984], [0.943, -1.141, -0.770], [1.608, -1.292, 0.936], [1.397, 1.241, 1.078], [-0.197, 2.081, -1.006], [-0.828, 1.478, 0.546], [-1.070, -1.869, -0.720]],
  "forces_ev_per_angstrom": [[1.327, 0.312, -0.083], [0.298, -0.307, 0.112], [0.012, 0.208, 0.545], [-0.054, -0.481, 0.322], [-1.277, 0.320, -0.347], [0.214, 0.129, -0.681], [-0.469, -0.286, 0.265], [0.754, 0.214, -0.079], [-0.183, -0.135, 0.173], [0.027, -0.433, -0.056], [-0.435, 0.350, -0.205], [-0.214, 0.108, 0.034]],
  "lowdin_charge": [-0.008, -0.124, -0.185, -0.070, -0.375, 0.090, 0.077, 0.081, 0.109, 0.131, 0.125, 0.147],
  "smiles": "C=CCOC=O",
  "total_energy_ha": -306.422176
}